{
  "formula": "C24H52B3BrCl18NO4P",
  "method": "wB97M-V/def2-TZVPD",
  "symbols": ["C", "C", "C", "C", "B", "O", "B", "C", "C", "N", "O", "B", "P", "O", "Br", "O", "H", "H", "H", "H", "H", "H", "H", "H", "H", "H", "H", "H", "H", "H", "H", "H", "Cl", "C", "C", "Cl", "H", "H", "H", "H", "Cl", "C", "C", "Cl", "H", "H", "H", "H", "Cl", "C", "C", "Cl", "H", "H", "H", "H", "Cl", "C", "C", "Cl", "H", "H", "H", "H", "Cl", "C", "C", "Cl", "H", "H", "H", "H", "Cl", "C", "C", "Cl", "H", "H", "H", "H", "Cl", "C", "C", "Cl", "H", "H", "H", "H", "Cl", "C", "C", "Cl", "H", "H", "H", "H", "Cl", "C", "C", "Cl", "H", "H", "H", "H"],
  "positions_angstrom": [[2.140345, -1.556298, 2.983742], [2.981088, -2.437636, 2.053749], [2.299088, -2.835323, 0.714669], [3.264791, -2.723111, -0.506121], [0.965379, -2.058919, 0.435232], [-0.223805, -2.476221, 1.009180], [-1.248285, -1.551516, 0.842689], [-2.708216, -2.050539, 0.574003], [-2.816630, -3.146509, -0.520095], [-1.819019, -3.100649, -1.578976], [-0.925726, -0.197707, 0.879107], [0.178465, 0.076749, 0.117159], [0.676066, 1.924485, -0.155530], [1.336418, 1.904029, -1.664929], [-1.285303, 3.021443, -0.346298], [0.950230, -0.928582, -0.390239], [2.729552, -1.384816, 3.887881], [1.958599, -0.561176, 2.571517], [1.218741, -2.046796, 3.291812], [3.183959, -3.358050, 2.599860], [3.913642, -1.912383, 1.857914], [2.008196, -3.885837, 0.788303], [2.836306, -2.111479, -1.292375], [3.415757, -3.712311, -0.936875], [4.211402, -2.325609, -0.158394], [-3.382320, -1.214899, 0.386488], [-3.063851, -2.482198, 1.519589], [-3.797236, -3.067861, -0.990854], [-2.780355, -4.117119, -0.031959], [-1.648833, -2.170465, -1.934227], [-0.963646, -3.576457, -1.336825], [1.698335, 2.787285, -1.832172], [-2.471161, 7.004582, 3.379771], [-1.157507, 7.144347, 2.179912], [-0.309275, 5.902320, 2.109285], [0.656069, 5.666913, 3.589913], [-0.561438, 8.016593, 2.439351], [-1.628787, 7.316515, 1.214395], [0.390534, 5.971856, 1.275133], [-0.917079, 5.013249, 1.963457], [-3.468438, 6.750580, -4.322787], [-1.833165, 6.053077, -4.165986], [-1.572261, 5.517595, -2.785956], [-1.451210, 6.811578, -1.558832], [-1.112819, 6.821316, -4.438323], [-1.766566, 5.227514, -4.877915], [-0.624776, 4.982339, -2.773823], [-2.353519, 4.832559, -2.472209], [0.434083, -5.468057, 3.767555], [-1.320056, -5.279113, 3.507709], [-1.931279, -6.453759, 2.794546], [-1.384649, -6.566796, 1.100185], [-1.469477, -4.354445, 2.953768], [-1.777026, -5.175225, 4.490881], [-3.014911, -6.342284, 2.776822], [-1.692735, -7.392460, 3.285118], [3.621938, -1.562062, -3.725209], [3.858393, 0.205594, -3.648014], [5.083029, 0.591659, -2.857561], [4.893105, 0.254979, -1.118626], [2.957693, 0.645443, -3.223959], [3.964433, 0.551614, -4.675481], [5.257202, 1.662274, -2.954518], [5.966064, 0.063904, -3.208954], [-4.257716, 3.432121, -7.262147], [-4.367505, 2.162693, -6.016703], [-3.841579, 2.632863, -4.685681], [-2.076739, 2.884417, -4.733186], [-3.820121, 1.294152, -6.374774], [-5.419178, 1.898195, -5.920396], [-4.037061, 1.881220, -3.922353], [-4.307155, 3.567527, -4.378919], [2.564672, 6.033797, 0.097806], [2.696189, 7.803286, -0.084099], [3.826105, 8.375061, 0.731836], [3.503897, 8.266856, 2.478814], [1.741221, 8.239657, 0.200225], [2.865725, 8.001801, -1.140999], [3.949159, 9.430059, 0.492274], [4.761845, 7.860342, 0.529009], [0.904361, 3.028351, -5.994997], [1.644814, 1.970452, -7.223211], [0.702934, 1.700398, -8.368365], [-0.678623, 0.690384, -7.872345], [1.948074, 1.048666, -6.732937], [2.534900, 2.479162, -7.590022], [1.228593, 1.159776, -9.153713], [0.309685, 2.624406, -8.784404], [-5.224686, -7.323745, 3.350787], [-5.390524, -8.633458, 4.551659], [-4.758614, -8.286355, 5.874499], [-2.980100, -8.204946, 5.786045], [-4.959672, -9.534141, 4.122630], [-6.457573, -8.793660, 4.695845], [-5.003268, -9.055226, 6.605110], [-5.116609, -7.329124, 6.244486], [3.235570, -4.756433, 8.992069], [1.995577, -4.436476, 7.751562], [2.574914, -3.799896, 6.516218], [3.129219, -2.132648, 6.803330], [1.229374, -3.808302, 8.198619], [1.551535, -5.395658, 7.490069], [1.815743, -3.740883, 5.738892], [3.415071, -4.372417, 6.130789]],
  "atomic_forces_ev_per_a": [[0.7, -0.1, 0.3], [-0.9, 0.1, 0.1], [0.1, 0.0, -0.8], [-0.6, -0.5, 0.6], [0.7, -0.8, 0.4], [0.0, 0.9, -0.4], [-0.6, -0.7, 0.3], [-0.1, 0.0, 0.4], [0.0, 0.4, 0.1], [-0.2, -0.3, -0.1], [0.2, -0.2, -0.3], [-0.6, 0.4, -0.7], [0.7, 0.6, 0.6], [-0.4, 0.1, -0.1], [0.0, -0.4, -0.1], [0.2, 0.2, 0.6], [-0.1, 0.0, 0.1], [-0.3, 0.0, -0.2], [-0.2, 0.1, -0.1], [0.4, 0.0, 0.0], [0.1, -0.1, -0.1], [-0.1, 0.0, 0.2], [0.3, 0.2, 0.1], [0.2, 0.0, 0.0], [0.2, 0.1, -0.4], [0.1, 0.1, -0.2], [-0.1, 0.0, 0.0], [-0.1, 0.0, 0.1], [0.2, -0.2, -0.2], [0.1, 0.0, 0.0], [0.1, 0.2, 0.0], [0.1, -0.3, 0.0], [0.0, 0.0, 0.0], [0.0, 0.1, -0.1], [0.0, -0.1, -0.1], [0.0, 0.0, 0.0], [0.0, 0.0, 0.1], [0.0, -0.1, 0.0], [-0.1, 0.1, 0.2], [0.0, 0.0, 0.1], [0.0, 0.0, 0.0], [0.2, 0.1, -0.2], [0.0, 0.0, 0.0], [0.0, 0.0, 0.0], [-0.1, 0.1, 0.0], [0.0, 0.4, 0.1], [0.0, 0.0, 0.0], [0.0, 0.0, 0.0], [0.1, 0.0, 0.0], [-0.2, 0.2, 0.1], [-0.1, 0.1, 0.0], [0.0, 0.0, -0.1], [0.1, 0.0, -0.1], [0.0, -0.1, 0.0], [0.2, 0.0, 0.0], [0.0, 0.0, 0.0], [0.1, 0.1, -0.2], [-0.1, 0.1, -0.1], [0.0, 0.0, -0.1], [0.0, 0.1, 0.0], [0.0, -0.1, 0.1], [0.1, 0.0, 0.0], [0.0, 0.0, 0.0], [0.0, -0.1, 0.0], [0.0, 0.0, 0.0], [-0.1, -0.1, 0.0], [-0.1, 0.0, 0.1], [-0.1, -0.5, 0.0], [0.1, 0.0, 0.0], [0.0, 0.0, 0.0], [0.0, 0.0, 0.0], [0.0, 0.0, -0.1], [0.2, -0.1, -0.1], [-0.1, 0.1, -0.1], [0.1, 0.1, 0.0], [0.0, 0.0, 0.0], [0.0, 0.0, 0.1], [0.0, 0.0, 0.0], [0.0, 0.0, 0.0], [0.0, 0.0, 0.0], [0.2, 0.0, 0.1], [0.1, 0.0, -0.1], [0.0, 0.0, -0.1], [0.0, 0.0, 0.0], [-0.1, 0.0, 0.0], [0.0, 0.0, 0.0], [0.0, 0.0, 0.0], [0.0, 0.0, 0.1], [-0.2, -0.1, 0.1], [-0.1, -0.1, 0.0], [-0.1, 0.0, 0.1], [0.0, 0.0, 0.0], [0.1, 0.0, 0.0], [0.0, 0.0, 0.0], [0.0, 0.0, 0.0], [0.0, 0.0, 0.0], [0.0, 0.0, 0.0], [-0.1, -0.1, 0.0], [0.0, 0.0, -0.2], [0.1, 0.1, 0.1], [0.1, 0.0, 0.0], [0.0, 0.0, 0.0], [-0.1, 0.0, 0.0], [0.0, 0.0, 0.1]],
  "mulliken_charge": [-0.9613, -0.6385, 0.6820, -1.2011, -0.4603, 0.3091, -0.0093, -0.4863, -0.3970, -0.6252, -0.3462, 0.1427, 0.1451, -0.3104, -0.2301, 0.1454, 0.4020, 0.2529, 0.0579, 0.2926, 0.4164, 0.3220, -0.1106, 0.3057, 0.4129, 0.2515, 0.3365, 0.3059, 0.1979, 0.2773, 0.3024, 0.2228, -0.2165, -0.1605, 0.3111, -0.1921, 0.3551, 0.0293, -0.3250, 0.1971, -0.2065, -0.1757, -0.3450, -0.2054, 0.4204, 0.0442, 0.2587, 0.1695, -0.2262, 0.0734, -0.0220, -0.2003, -0.2834, 0.3904, -0.1794, 0.3872, -0.1884, 0.0024, -0.5689, -0.1335, -0.0640, 0.2800, 0.3225, 0.3832, -0.1918, -0.4284, -0.5782, -0.0509, 0.2543, 0.3608, 0.3486, 0.2810, -0.1216, -0.5184, -0.4152, -0.1615, 0.2947, 0.3320, 0.3135, 0.3085, -0.1150, -0.4814, -0.4698, -0.1708, 0.2612, 0.3266, 0.3406, 0.3180, -0.1835, -0.4674, -0.4578, -0.1640, 0.3204, 0.3383, 0.3270, 0.3099, -0.1965, -0.4401, -0.0181, -0.1969, 0.3466, 0.2883, -0.1030, 0.3236],
  "spin_multiplicity": 1,
  "mol_weight_g_mol": 1200.15,
  "lumo_ev": 0.00,
  "relative_energy_ev": 0.0000,
  "total_charge": 0
}